{
  "formula": "C5H11O2",
  "method": "ωB97M-V/def2-TZVPD",
  "e_above_lowest_kcal_mol": 13.2,
  "charge": -1,
  "gap_ha": 0.2662,
  "e_lumo_ev": 3.46,
  "largest_force_ev_per_a": 1.99,
  "e_tot_ev": -9459.4552,
  "elements": ["C", "C", "C", "O", "O", "H", "H", "H", "H", "H", "C", "C", "H", "H", "H", "H", "H", "H"],
  "xyz": [[-1.36352, -0.74684, -0.76107], [-0.59954, -0.60715, -2.09197], [-2.81734, -0.06628, -0.71879], [-3.23484, 0.17413, 0.42270], [-3.30276, 0.09900, -1.85651], [-1.39629, -1.81642, -0.53223], [-0.63631, -0.29998, -0.06850], [-1.20590, -0.91295, -2.94425], [0.29181, -1.24693, -2.03449], [-0.17801, 0.39629, -2.19923], [2.39005, 0.13500, 1.38656], [1.21642, 1.10199, 1.80141], [2.67713, 0.39964, 0.37164], [3.21765, 0.33459, 2.05627], [2.04334, -0.88754, 1.36155], [0.77076, 1.67179, 0.99267], [0.47718, 0.48163, 2.29159], [1.65018, 1.79003, 2.52267]],
  "nbo_charge": [-0.52, -0.60, 0.78, -0.78, -0.79, 0.18, 0.17, 0.21, 0.16, 0.18, -0.61, -0.61, 0.20, 0.19, 0.21, 0.22, 0.22, 0.18]
}

=====

{
  "formula": "C3H16O4",
  "method": "ωB97M-V/def2-TZVPD",
  "e_above_lowest_kcal_mol": 47.9,
  "charge": 0,
  "gap_ha": 0.4179,
  "e_lumo_ev": 0.40,
  "smiles": "CCC.O.O.O.O",
  "largest_force_ev_per_a": 8.18,
  "e_tot_ev": -11558.8678,
  "elements": ["C", "C", "C", "H", "H", "H", "H", "H", "H", "H", "H", "H", "H", "O", "H", "H", "O", "H", "H", "O", "H", "H", "O"],
  "xyz": [[-1.15538, -1.11560, 1.61517], [-0.46746, -0.31950, 0.52211], [0.98879, -0.54823, 0.44826], [-1.70296, -2.08472, 1.23867], [-1.96596, -0.69470, 2.12981], [-0.32492, -1.58123, 2.28973], [-0.68960, 0.76134, 0.68178], [-0.98950, -0.43070, -0.44724], [1.41303, -0.05105, -0.47989], [1.65983, -0.06825, 1.25256], [1.05538, -1.57120, 0.49987], [3.22639, -2.25489, -1.24065], [1.65059, -2.50805, -1.59600], [2.48796, -2.87655, -1.20931], [2.57285, 0.79232, -2.29117], [3.78442, 1.24870, -1.30673], [3.39739, 0.48017, -1.83451], [-1.67166, 1.68406, -0.79316], [-2.23061, 2.96693, -1.19845], [-1.44885, 2.59726, -1.25914], [-3.47080, 1.13695, 0.81038], [-2.59194, 2.33466, 1.22047], [-3.52698, 2.10228, 0.94744]],
  "nbo_charge": [-0.62, -0.42, -0.61, 0.20, 0.21, 0.22, 0.17, 0.19, 0.22, 0.21, 0.22, 0.49, 0.48, -0.96, 0.48, 0.48, -0.96, 0.46, 0.46, -0.92, 0.47, 0.47, -0.94]
}